A 2-piece molecular cluster, C3H5O2Se overall in a non-equilibrium geometry, computed with ωB97M-V/def2-TZVPD.

Last column: Mulliken charge in e.
Positions of all 11 atoms, in Å:
H1 0.3865 2.2277 2.2253  0.170
H2 -1.5034 -1.0893 -0.6656  0.267
C1 -1.0104 -0.7476 0.2927  -0.847
H3 -1.4005 -0.9629 1.3417  0.366
H4 1.7428 1.1793 1.3822  -0.398
O1 4.2177 0.8169 0.5302  -0.403
Se1 -0.2243 1.1125 0.0048  -0.289
C2 3.3690 0.2206 0.0448  0.683
O2 2.4979 -0.2367 -0.5227  -0.288
H5 -0.0157 -1.2509 0.3460  0.141
C3 0.6064 1.2605 1.7583  -0.404

Cartesian forces, eV/Å:
0.174 0.012 -0.291
-0.044 0.210 1.411
1.859 -0.286 0.008
-0.339 0.712 -1.633
-2.049 0.651 1.551
2.010 0.588 1.196
-1.508 -0.183 0.880
-0.330 1.029 -0.214
-1.300 -1.872 -1.108
-0.764 -0.151 -0.232
2.292 -0.709 -1.568

Summary:
* relative energy (zero: lowest compared OMol25 entry of this formula, charge and spin): 55.0 kcal/mol
* orbital gap: 5.429 eV
* HOMO energy: -0.074 hartree
* net charge: -1